[1]
Computed, not measured: one molecule with the formula C2HF3N4, with wB97M-V/def2-TZVPD.

```
10
C2HF3N4 | OMol25 | wB97M-V/def2-TZVPD
F -1.646 -1.506 -0.601
C -1.356 -0.343 -0.002
F -1.546 -0.560 1.283
F -2.158 0.625 -0.397
C 0.072 0.047 -0.256
N 0.658 0.247 -1.413
N 1.916 0.544 -1.168
N 2.137 0.524 0.139
N 0.994 0.168 0.694
H 0.931 0.254 1.721
```

As for the lowest unoccupied orbital energy: 0.5414 eV. The value obtained for the energy above the lowest of the compared OMol25 structures with the same formula, charge and spin is 2.0 kcal/mol. Its SMILES is FC(F)(F)c1nnn[nH]1. For the HOMO-LUMO gap, the calculation gives 11.92 eV. The value obtained for the HOMO energy is -11.378 eV. The value obtained for the total energy is -595.40636 hartree. The molar mass is 138.1 g mol⁻¹.

***

[2]
Computed, not measured: one molecule with the formula C2HF3O2, with wB97M-V/def2-TZVPD.

```
8
C2HF3O2 | OMol25 | wB97M-V/def2-TZVPD
O -1.983 0.062 0.323
O -0.983 0.093 -0.654
C 0.315 0.342 -0.115
F 0.684 1.608 0.014
C 1.120 -0.715 0.011
F 2.422 -0.591 0.359
F 0.711 -1.903 -0.210
H -2.285 1.103 0.273
```

As for the lowest unoccupied orbital energy: 0.5156 eV. The value obtained for the energy above the lowest of the compared OMol25 structures with the same formula, charge and spin is 125.4 kcal/mol. Its SMILES is OOC(F)=C(F)F. For the HOMO-LUMO gap, the calculation gives 10.57 eV. The value obtained for the HOMO energy is -10.058 eV. The value obtained for the total energy is -526.72317 hartree. The molar mass is 114.0 g mol⁻¹.

***

[3]
Computed, not measured: a 2-piece molecular cluster, C2HF3O2S overall, with wB97M-V/def2-TZVPD.

```
9
C2HF3O2S | OMol25 | wB97M-V/def2-TZVPD
C 0.740 0.172 -0.768
C -1.571 0.325 -0.006
O 3.091 -0.189 0.112
O 1.338 -1.768 0.903
F -2.251 1.428 -0.138
F -2.191 -0.611 -0.632
F -1.492 0.018 1.278
S 1.725 -0.542 0.318
H 0.611 1.168 -1.067
```

As for the lowest unoccupied orbital energy (spin up / spin down): -1.6518 / -1.4964 eV. The value obtained for the energy above the lowest of the compared OMol25 structures with the same formula, charge and spin is 113.5 kcal/mol. For the HOMO-LUMO gap (spin up / spin down), the calculation gives 8.79 / 8.91 eV. The value obtained for the HOMO energy (spin up / spin down) is -10.445 / -10.409 eV. The value obtained for the total energy is -924.86378 hartree. The molar mass is 146.1 g mol⁻¹.

***

[4]
Computed, not measured: a 2-piece molecular cluster, C2HF4I overall, with wB97M-V/def2-TZVPD.

```
8
C2HF4I | OMol25 | wB97M-V/def2-TZVPD
C 0.877 0.610 -0.854
C -0.961 -0.562 0.788
F 0.513 1.636 -1.546
F 1.738 1.027 0.062
F -1.324 0.296 1.744
F -1.943 -0.535 -0.094
I -0.072 -2.273 1.322
H 1.173 -0.199 -1.422
```

As for the lowest unoccupied orbital energy (spin up / spin down): 0.1844 / -0.2834 eV. The value obtained for the energy above the lowest of the compared OMol25 structures with the same formula, charge and spin is 74.0 kcal/mol. For the HOMO-LUMO gap (spin up / spin down), the calculation gives 8.69 / 8.61 eV. The value obtained for the HOMO energy (spin up / spin down) is -8.510 / -8.895 eV. The value obtained for the total energy is -773.81918 hartree. The molar mass is 227.9 g mol⁻¹.

***

[5]
Computed, not measured: a 2-piece molecular cluster, C2HF4IO overall, with wB97M-V/def2-TZVPD.

```
9
C2HF4IO | OMol25 | wB97M-V/def2-TZVPD
C -0.168 1.479 -1.100
C 0.685 -0.490 1.154
O -0.774 2.172 -0.368
F 1.125 1.511 -1.402
F -0.678 0.524 -1.882
F 1.811 -0.850 0.632
F 0.758 -0.648 2.475
I -0.766 -2.458 0.303
H -1.993 -1.240 0.189
```

As for the lowest unoccupied orbital energy: -0.3923 eV. The value obtained for the energy above the lowest of the compared OMol25 structures with the same formula, charge and spin is 60.0 kcal/mol. For the HOMO-LUMO gap, the calculation gives 8.78 eV. The value obtained for the HOMO energy is -9.175 eV. The value obtained for the total energy is -849.10613 hartree. The molar mass is 243.9 g mol⁻¹.

***

[6]
Computed, not measured: a 2-piece molecular cluster, C2HF4NO2S2 overall, with wB97M-V/def2-TZVPD.

```
12
C2HF4NO2S2 | OMol25 | wB97M-V/def2-TZVPD
C -2.287 0.758 0.028
C -1.844 -0.490 -0.054
N 2.581 0.608 -0.213
O 2.366 -2.070 -0.027
O 0.378 -0.867 0.879
F -2.836 1.273 1.092
F -2.107 1.679 -0.897
F -1.281 -1.061 -1.124
F -2.108 -1.392 0.849
S 2.558 1.907 0.604
S 1.313 -0.995 -0.198
H 3.268 0.651 -0.940
```

As for the lowest unoccupied orbital energy (spin up / spin down): -3.0774 / -3.0113 eV. The value obtained for the energy above the lowest of the compared OMol25 structures with the same formula, charge and spin is 48.6 kcal/mol. For the HOMO-LUMO gap (spin up / spin down), the calculation gives 6.31 / 6.37 eV. The value obtained for the HOMO energy (spin up / spin down) is -9.391 / -9.384 eV. The value obtained for the total energy is -1477.72406 hartree. The molar mass is 211.2 g mol⁻¹.

***

[7]
Computed, not measured: C2HF5GaNO5S2 as an isolated structure, with wB97M-V/def2-TZVPD.

```
17
C2HF5GaNO5S2 | OMol25 | wB97M-V/def2-TZVPD
N 0.264 0.386 0.421
S 0.169 1.873 -0.244
O 1.183 2.799 0.246
O 0.225 1.617 -1.734
C -1.682 2.348 -0.184
F -2.141 2.058 1.053
F -1.690 3.705 -0.265
S -0.443 -0.993 -0.250
O -1.322 -0.691 -1.425
O -0.831 -2.053 0.672
Ga -1.671 1.089 -1.899
C 1.683 -0.939 0.338
F 1.735 -1.218 1.636
F 2.066 -2.055 -0.280
F 2.654 -0.082 0.046
O 0.023 -4.390 1.023
H -0.222 -3.454 0.845
```

As for the spin multiplicity: 2. As for the lowest unoccupied orbital energy (spin up / spin down): -8.9547 / -8.9616 eV. The value obtained for the energy above the lowest of the compared OMol25 structures with the same formula, charge and spin is 53.5 kcal/mol. The expectation value of S² is 0.753. For the HOMO-LUMO gap (spin up / spin down), the calculation gives 5.39 / 4.52 eV. The value obtained for the HOMO energy (spin up / spin down) is -14.346 / -13.477 eV. Its total charge is +1. The value obtained for the total energy is -3727.58145 hartree. The molar mass is 347.9 g mol⁻¹.

***

[8]
Computed, not measured: C2HF5NO5S2Sr as an isolated structure, with wB97M-V/def2-TZVPD.

```
17
C2HF5NO5S2Sr | OMol25 | wB97M-V/def2-TZVPD
N 0.415 -0.323 -0.345
S 1.236 0.587 -1.424
O 1.769 -0.135 -2.573
O 0.228 1.659 -1.774
C 2.388 1.698 -0.377
F 2.999 0.913 0.535
F 3.366 2.086 -1.237
S -0.705 0.293 0.800
O -0.644 1.782 0.944
O -0.920 -0.502 2.006
Sr 0.557 3.292 -0.140
C -0.972 -1.493 -0.602
F -0.484 -2.536 0.061
F -2.297 -1.569 -0.467
F -0.798 -1.682 -1.906
O -3.410 -2.298 3.487
H -2.727 -1.772 3.012
```

As for the spin multiplicity: 2. As for the lowest unoccupied orbital energy: -1.6716 eV. The expectation value of S² is 0.753. For the HOMO-LUMO gap, the calculation gives 6.42 eV. The value obtained for the HOMO energy is -8.088 eV. The value obtained for the total energy is -1833.92154 hartree. The molar mass is 365.8 g mol⁻¹.